DFT (ωB97M-V/def2-TZVPD) results for a 8-piece molecular cluster, C34H41F21NO17P overall in a non-equilibrium geometry.

Results
- energy relative to the best compared isomer or geometry (same formula, charge and spin) (eV) = 2.968
- structure (SMILES) = NC1=CC(=O)C([PH2]=O)=CC1=O.CCOC(=O)C(F)(F)F.CCOC(=O)C(F)(F)F.CCOC(=O)C(F)(F)F.CCOC(=O)C(F)(F)F.CCOC(=O)C(F)(F)F.CCOC(=O)C(F)(F)F.CCOC(=O)C(F)(F)F
- total charge = 0
- frontier orbital gap (Eh) = 0.3058
- highest occupied orbital energy (eV) = -9.916
- E_tot (eV) = -138575.00734
- strongest force on any atom (Eh/bohr) = 0.1003

Element x y z (Å)
1 N 0.96 3.03 -2.06
2 C 0.14 1.92 -1.50
3 C -1.01 1.43 -2.19
4 C -1.77 0.20 -1.48
5 O -3.02 0.09 -1.45
6 C -0.79 -0.87 -0.78
7 P -1.04 -2.74 -0.88
8 O -1.25 -3.06 -2.38
9 C 0.35 -0.37 -0.07
10 C 0.51 1.23 -0.08
11 O 0.85 1.88 0.95
12 H 0.65 3.07 -3.05
13 H 1.92 2.65 -2.14
14 H -1.37 1.86 -3.18
15 H 0.21 -3.38 -0.52
16 H -2.15 -3.21 -0.09
17 H 1.11 -1.06 0.44
18 C 2.61 -8.31 0.10
19 C 2.76 -7.88 -1.34
20 O 2.60 -6.45 -1.47
21 C 3.68 -5.71 -1.19
22 O 4.74 -6.15 -0.84
23 C 3.38 -4.23 -1.41
24 F 2.18 -3.86 -0.89
25 F 3.34 -3.91 -2.72
26 F 4.30 -3.42 -0.85
27 H 1.66 -7.96 0.51
28 H 2.66 -9.39 0.19
29 H 3.40 -7.88 0.73
30 H 1.98 -8.34 -1.95
31 H 3.72 -8.19 -1.76
32 C 0.51 -9.34 6.55
33 C 1.82 -9.99 6.15
34 O 1.64 -10.86 5.03
35 C 1.61 -10.27 3.82
36 O 1.73 -9.08 3.64
37 C 1.46 -11.31 2.72
38 F 0.52 -12.23 3.00
39 F 2.60 -11.99 2.51
40 F 1.11 -10.77 1.53
41 H -0.25 -10.10 6.74
42 H 0.64 -8.74 7.46
43 H 0.13 -8.70 5.76
44 H 2.20 -10.61 6.97
45 H 2.59 -9.24 5.94
46 C 0.52 5.34 1.79
47 C 0.66 5.79 0.36
48 O 0.50 7.21 0.25
49 C 1.58 7.96 0.53
50 O 2.64 7.51 0.87
51 C 1.27 9.44 0.32
52 F 0.08 9.80 0.84
53 F 1.23 9.76 -0.99
54 F 2.19 10.24 0.89
55 H -0.43 5.67 2.21
56 H 0.57 4.25 1.85
57 H 1.31 5.75 2.42
58 H -0.12 5.33 -0.24
59 H 1.62 5.47 -0.06
60 C -1.93 -12.53 -1.87
61 C -1.47 -11.30 -2.62
62 O -0.05 -11.11 -2.46
63 C 0.74 -11.84 -3.27
64 O 0.34 -12.61 -4.09
65 C 2.21 -11.50 -3.02
66 F 2.51 -11.43 -1.71
67 F 2.54 -10.30 -3.55
68 F 3.05 -12.40 -3.56
69 H -1.64 -12.48 -0.82
70 H -3.02 -12.63 -1.93
71 H -1.48 -13.44 -2.29
72 H -1.95 -10.42 -2.21
73 H -1.73 -11.35 -3.68
74 C -1.70 11.61 3.02
75 C -1.75 13.11 2.82
76 O -2.95 13.49 2.13
77 C -4.06 13.61 2.89
78 O -4.09 13.41 4.08
79 C -5.24 14.06 2.04
80 F -5.33 13.39 0.87
81 F -5.16 15.37 1.73
82 F -6.42 13.89 2.66
83 H -1.81 11.09 2.07
84 H -0.75 11.32 3.48
85 H -2.51 11.27 3.67
86 H -0.92 13.43 2.20
87 H -1.66 13.65 3.77
88 C 4.45 -12.60 -6.48
89 C 3.45 -11.51 -6.78
90 O 4.07 -10.44 -7.52
91 C 4.18 -10.63 -8.85
92 O 3.80 -11.62 -9.42
93 C 4.80 -9.41 -9.51
94 F 5.87 -8.94 -8.83
95 F 3.93 -8.38 -9.59
96 F 5.22 -9.66 -10.76
97 H 5.33 -12.20 -5.97
98 H 4.00 -13.37 -5.85
99 H 4.80 -13.07 -7.40
100 H 3.09 -11.07 -5.84
101 H 2.57 -11.89 -7.31
102 C -6.36 17.53 5.59
103 C -6.21 17.98 4.15
104 O -6.38 19.40 4.04
105 C -5.29 20.14 4.33
106 O -4.23 19.69 4.67
107 C -5.59 21.63 4.13
108 F -6.78 21.99 4.65
109 F -5.63 21.95 2.82
110 F -4.67 22.42 4.70
111 H -7.31 17.87 6.00
112 H -6.31 16.44 5.66
113 H -5.57 17.95 6.22
114 H -7.00 17.52 3.54
115 H -5.25 17.66 3.72

=====

DFT (ωB97M-V/def2-TZVPD) results for a 11-piece molecular cluster, C54H141N11O16 overall in a non-equilibrium geometry.

Results
- energy relative to the best compared isomer or geometry (same formula, charge and spin) (eV) = 7.162
- structure (SMILES) = COC[C@H](C)N.COC[C@H](C)N.COC[C@H](C)N.COC[C@H](C)N.COC[C@H](C)N.COC[C@H](C)N.COCCNCCOC.COCCNCCOC.COCCNCCOC.COCCNCCOC.COCCNCCOC
- total charge = 0
- frontier orbital gap (Eh) = 0.3235
- highest occupied orbital energy (eV) = -8.436
- E_tot (eV) = -107417.73316
- strongest force on any atom (Eh/bohr) = 0.0773

Element x y z (Å)
1 C 1.52 2.60 -5.67
2 C 0.18 2.20 -6.29
3 C -0.76 1.46 -5.35
4 O -1.94 0.98 -5.94
5 C -3.02 0.56 -5.03
6 N -0.41 3.37 -6.95
7 H 1.39 3.38 -4.92
8 H 2.26 3.05 -6.33
9 H 1.97 1.82 -5.05
10 H 0.33 1.43 -7.05
11 H -1.05 1.98 -4.44
12 H -0.20 0.59 -5.01
13 H -3.79 0.21 -5.71
14 H -3.30 1.17 -4.17
15 H -2.70 -0.35 -4.51
16 H -0.53 4.02 -6.19
17 H -1.34 3.06 -7.20
18 C 3.65 -0.46 -6.17
19 C 4.91 -0.66 -7.18
20 C 6.31 -0.23 -6.48
21 O 7.37 -0.32 -7.44
22 C 8.63 -0.12 -6.87
23 N 4.84 -2.05 -7.52
24 H 3.78 0.58 -5.87
25 H 3.61 -1.17 -5.34
26 H 2.71 -0.58 -6.72
27 H 4.71 -0.18 -8.13
28 H 6.54 -0.95 -5.70
29 H 6.30 0.77 -6.06
30 H 9.50 -0.24 -7.51
31 H 8.84 -0.76 -6.01
32 H 8.64 0.91 -6.53
33 H 5.67 -2.34 -8.02
34 H 5.15 -2.35 -6.60
35 C -0.57 2.62 4.01
36 C -0.99 4.01 4.38
37 C -2.41 4.38 4.01
38 O -2.67 5.58 4.70
39 C -3.47 6.47 4.02
40 N -0.69 4.00 5.85
41 H -1.08 1.86 4.61
42 H 0.51 2.52 4.10
43 H -1.00 2.28 3.07
44 H -0.36 4.74 3.88
45 H -3.17 3.63 4.23
46 H -2.33 4.36 2.93
47 H -3.23 6.62 2.97
48 H -3.37 7.44 4.53
49 H -4.49 6.10 4.12
50 H -0.69 4.99 6.05
51 H -1.57 3.68 6.24
52 C 1.57 0.16 3.55
53 C 2.52 -1.03 3.24
54 C 2.48 -1.88 4.55
55 O 3.61 -2.67 4.35
56 C 3.48 -3.88 5.06
57 N 2.15 -1.78 2.05
58 H 1.71 0.43 4.60
59 H 0.54 -0.14 3.34
60 H 1.77 0.91 2.79
61 H 3.44 -0.56 2.90
62 H 1.56 -2.45 4.71
63 H 2.69 -1.36 5.48
64 H 3.48 -3.58 6.10
65 H 4.48 -4.28 4.93
66 H 2.74 -4.59 4.68
67 H 2.90 -2.45 2.09
68 H 2.31 -1.23 1.22
69 C -0.39 1.77 0.43
70 C -0.09 0.30 -0.15
71 C 1.28 0.09 -0.75
72 O 1.31 -1.12 -1.59
73 C 2.29 -1.18 -2.49
74 N -0.40 -0.65 0.92
75 H 0.22 2.08 1.27
76 H -1.45 1.84 0.67
77 H -0.20 2.46 -0.39
78 H -0.67 0.19 -1.06
79 H 2.13 0.01 -0.07
80 H 1.65 0.87 -1.41
81 H 2.45 -2.11 -3.03
82 H 3.31 -1.13 -2.10
83 H 2.27 -0.33 -3.16
84 H 0.37 -0.88 1.54
85 H -0.64 -1.51 0.45
86 C -6.15 -2.06 0.28
87 C -5.32 -1.42 -0.83
88 C -4.39 -2.43 -1.49
89 O -3.30 -2.85 -0.57
90 C -2.01 -3.24 -1.11
91 N -6.41 -0.92 -1.71
92 H -6.68 -2.97 -0.02
93 H -6.86 -1.32 0.64
94 H -5.43 -2.21 1.08
95 H -4.71 -0.61 -0.42
96 H -3.93 -1.88 -2.31
97 H -4.82 -3.31 -1.98
98 H -2.15 -3.89 -1.98
99 H -1.65 -3.97 -0.38
100 H -1.23 -2.51 -1.28
101 H -6.85 -0.13 -1.25
102 H -5.96 -0.36 -2.42
103 C -3.11 -6.70 9.76
104 O -4.13 -7.12 8.86
105 C -4.04 -6.78 7.46
106 C -3.57 -5.35 7.08
107 N -2.35 -5.42 6.26
108 C -2.59 -5.49 4.81
109 C -1.29 -4.96 4.20
110 O -0.94 -3.76 4.79
111 C -1.48 -2.65 4.16
112 H -3.49 -5.80 10.24
113 H -2.28 -6.48 9.08
114 H -2.86 -7.36 10.59
115 H -5.01 -6.88 6.96
116 H -3.38 -7.56 7.08
117 H -3.28 -4.82 7.98
118 H -4.32 -4.74 6.59
119 H -1.85 -4.54 6.31
120 H -3.45 -4.84 4.64
121 H -2.92 -6.49 4.50
122 H -1.43 -4.72 3.15
123 H -0.51 -5.71 4.29
124 H -1.34 -2.55 3.09
125 H -1.02 -1.78 4.62
126 H -2.54 -2.53 4.33
127 C -8.93 4.04 -0.11
128 O -7.53 4.21 0.10
129 C -7.11 5.52 -0.23
130 C -5.58 5.59 -0.31
131 N -5.13 4.63 -1.26
132 C -3.70 4.43 -1.30
133 C -3.35 3.47 -2.42
134 O -1.97 3.19 -2.53
135 C -1.15 4.26 -2.96
136 H -9.42 4.24 0.84
137 H -9.06 3.00 -0.42
138 H -9.43 4.63 -0.88
139 H -7.41 6.25 0.53
140 H -7.42 5.88 -1.21
141 H -5.22 5.35 0.69
142 H -5.10 6.50 -0.68
143 H -5.75 3.86 -1.46
144 H -3.48 3.85 -0.40
145 H -3.06 5.31 -1.38
146 H -3.55 3.89 -3.41
147 H -3.90 2.54 -2.29
148 H -1.23 4.58 -4.00
149 H -0.11 3.95 -2.88
150 H -1.27 5.01 -2.18
151 C 5.09 -3.99 -4.09
152 O 5.54 -3.63 -5.38
153 C 6.24 -4.65 -6.10
154 C 5.36 -5.82 -6.64
155 N 4.08 -5.34 -7.09
156 C 3.78 -5.63 -8.46
157 C 4.67 -4.85 -9.45
158 O 6.04 -5.28 -9.51
159 C 6.93 -4.40 -10.16
160 H 4.46 -3.22 -3.63
161 H 5.94 -4.29 -3.48
162 H 4.59 -4.96 -4.02
163 H 7.04 -5.05 -5.46
164 H 6.78 -4.16 -6.91
165 H 5.21 -6.56 -5.86
166 H 5.91 -6.22 -7.50
167 H 4.12 -4.33 -7.01
168 H 2.75 -5.36 -8.70
169 H 3.85 -6.69 -8.68
170 H 4.64 -3.80 -9.16
171 H 4.33 -5.04 -10.47
172 H 7.94 -4.68 -9.89
173 H 6.78 -3.32 -10.07
174 H 6.76 -4.56 -11.23
175 C 3.20 2.95 5.28
176 O 3.38 2.77 3.90
177 C 2.92 3.96 3.23
178 C 2.90 3.64 1.69
179 N 4.27 3.82 1.10
180 C 5.20 2.66 0.99
181 C 6.41 2.92 0.11
182 O 7.24 1.80 0.14
183 C 8.05 1.57 -1.05
184 H 2.16 3.13 5.56
185 H 3.88 3.71 5.67
186 H 3.50 1.99 5.70
187 H 3.49 4.88 3.36
188 H 1.91 4.23 3.53
189 H 2.35 4.46 1.23
190 H 2.40 2.72 1.39
191 H 4.73 4.52 1.65
192 H 4.70 1.72 0.72
193 H 5.52 2.46 2.01
194 H 6.93 3.85 0.32
195 H 5.98 3.07 -0.88
196 H 7.43 1.24 -1.88
197 H 8.84 0.85 -0.80
198 H 8.64 2.49 -1.10
199 C -6.70 1.52 1.32
200 O -5.90 0.67 2.19
201 C -4.60 1.00 2.22
202 C -3.94 0.29 3.40
203 N -4.08 1.09 4.71
204 C -3.55 0.33 5.85
205 C -3.58 1.11 7.14
206 O -2.65 2.21 7.09
207 C -2.42 2.72 8.41
208 H -7.71 1.13 1.16
209 H -6.33 1.38 0.30
210 H -6.52 2.51 1.72
211 H -4.56 2.08 2.35
212 H -4.16 0.84 1.23
213 H -2.88 0.30 3.12
214 H -4.24 -0.76 3.49
215 H -3.63 2.00 4.78
216 H -2.49 0.16 5.62
217 H -4.12 -0.59 5.93
218 H -3.17 0.46 7.92
219 H -4.59 1.45 7.37
220 H -2.07 1.96 9.10
221 H -3.38 3.05 8.81
222 H -1.69 3.52 8.45